(1)
Density functional theory data (ωB97M-V/def2-TZVPD) for a cluster of 2 separate species, C4H8NO in total in a non-equilibrium geometry.

Geometry as XYZ:
```
14
Properties=species:S:1:pos:R:3
C -2.279 2.181 -1.040
C -1.671 0.898 -1.241
C 1.220 -1.156 0.216
C 2.220 -1.139 1.110
N -1.202 -0.100 -0.597
O 1.957 -1.491 2.340
H -2.841 2.549 -1.852
H -2.064 2.750 -0.202
H -1.275 1.093 -2.289
H 1.471 -0.829 -0.777
H 0.163 -1.550 0.322
H 3.198 -0.823 0.834
H -1.502 -0.421 0.345
H 2.605 -1.962 2.831
```

As for the frontier orbital gap (alpha / beta): 4.95 / 2.81 eV. The net charge is +1. The electronic energy is -7801.878 eV. Its molecular weight is 86.11 g mol⁻¹. Its LUMO energy (alpha / beta) is -7.708 / -8.975 eV. The calculation puts the max |F| at 0.052 hartree/bohr.

(2)
Density functional theory data (ωB97M-V/def2-TZVPD) for the molecule C2H3N3O2 in a non-equilibrium geometry.

Geometry as XYZ:
```
10
Properties=species:S:1:pos:R:3
C -0.194 -0.378 0.508
C 0.606 0.382 -0.358
H -0.421 -0.051 2.383
H -0.066 -1.675 2.137
H 1.522 0.913 1.277
N 0.235 -0.638 1.873
N -1.294 -0.852 -0.108
N -1.386 -0.276 -1.299
O -0.046 0.579 -1.409
O 1.747 1.065 0.164
```

As for the frontier orbital gap: 9.52 eV. The electronic energy is -10684.135 eV. Its molecular weight is 101.06 g mol⁻¹. As for the SMILES: Nc1nnoc1O. Its LUMO energy is 0.201 eV. The calculation puts the max |F| at 0.091 hartree/bohr.